Record 1
Here is a structure of composition C28H28ClN7SW from OMol25. Energies are from ωB97M-V/def2-TZVPD.

Last column: Löwdin charge in e.
CARTESIAN COORDINATES (ANGSTROEM)
W -0.182 -0.004 -1.296  1.345
C 3.923 -3.797 -0.829  -0.075
C 3.606 -3.172 0.520  -0.249
N 2.173 -3.144 0.815  0.015
C 1.304 -2.221 0.409  -0.704
S 1.906 -0.808 -0.448  0.771
N 0.034 -2.387 0.680  0.027
N -0.733 -1.334 0.276  -0.138
C -1.884 -1.189 0.867  -0.256
C -2.401 -2.137 1.886  0.007
C -2.567 0.068 0.561  -0.229
C -3.803 0.423 1.078  0.028
C -4.309 1.686 0.816  0.000
C -3.559 2.573 0.056  -0.008
C -2.344 2.153 -0.442  -0.124
N -1.855 0.926 -0.209  -0.061
H 5.001 -3.825 -0.986  0.087
H 3.481 -3.214 -1.639  0.051
H 3.547 -4.818 -0.885  0.083
H 3.993 -2.155 0.582  0.091
H 4.080 -3.732 1.325  0.126
H 1.767 -3.927 1.306  0.157
H -1.968 -3.122 1.745  0.084
H -3.486 -2.202 1.844  0.088
H -2.120 -1.774 2.879  0.102
H -4.354 -0.272 1.693  0.127
H -5.271 1.980 1.212  0.134
H -3.908 3.574 -0.150  0.130
H -1.734 2.811 -1.046  0.109
C 1.102 4.122 -2.170  -0.005
C 0.649 2.827 -2.265  -0.121
N 0.725 1.971 -1.226  -0.125
C 1.275 2.396 -0.077  -0.092
C 1.740 3.691 0.111  -0.154
C 1.653 4.559 -0.973  0.041
C 2.367 4.114 1.379  -0.017
C 2.121 3.637 2.595  0.000
C 1.098 2.622 2.933  -0.288
C 1.434 1.459 3.617  0.015
C 0.440 0.508 3.764  -0.097
N -0.806 0.704 3.331  0.103
C -1.039 1.891 2.779  -0.197
N -0.155 2.844 2.525  0.150
H 1.032 4.776 -3.027  0.129
H 0.226 2.448 -3.186  0.104
H 1.365 1.653 0.700  0.079
H 2.022 5.573 -0.880  0.139
H 3.121 4.886 1.274  0.126
H 2.719 4.004 3.422  0.130
H 2.438 1.290 3.983  0.126
H 0.646 -0.446 4.237  0.120
H -2.063 2.104 2.493  0.102
Cl -2.012 0.380 -3.239  0.822
C -1.575 -1.276 -2.764  -0.634
C -2.583 -2.179 -2.391  -0.076
C -2.207 -3.469 -2.121  -0.029
C -0.858 -3.865 -2.251  -0.022
C 0.108 -2.985 -2.660  -0.018
C -0.220 -1.644 -2.986  -0.424
C 0.717 -0.570 -3.249  -0.230
H -3.612 -1.853 -2.327  0.126
H -2.952 -4.192 -1.821  0.127
H -0.587 -4.890 -2.037  0.128
H 1.137 -3.300 -2.774  0.127
H 0.435 0.103 -4.054  0.055
H 1.761 -0.855 -3.289  0.064

Output
HOMO level (alpha / beta), eV: -13.4 / -13.9
Charge: +2
E_LUMO (alpha / beta), eV: -6.43 / -7.24
Frontier orbital gap (alpha / beta), eV: 6.976 / 6.709
Spin multiplicity: 3
⟨S²⟩: 2.036
Relative energy (zero: lowest compared OMol25 entry of this formula, charge and spin), kJ/mol: 0.00

***

Record 2
Here is a structure of composition C28H28CoN5O8 at a distorted geometry from OMol25. Energies are from ωB97M-V/def2-TZVPD.

Last column: Löwdin charge in e.
CARTESIAN COORDINATES (ANGSTROEM)
Co 0.271 0.678 -0.301  0.634
O -2.175 0.480 -3.545  0.021
C -1.776 0.228 -2.419  -0.601
O -0.642 0.581 -1.959  -0.057
C -2.653 -0.690 -1.531  -0.095
C -1.802 -1.902 -1.099  -0.263
C -2.733 -3.062 -0.707  -0.105
C -3.277 -2.543 0.636  -0.100
C -2.503 -1.217 0.778  -0.262
O -1.269 -1.498 0.147  -0.096
C -3.103 -0.146 -0.152  -0.095
C -2.515 1.227 0.256  -0.584
O -3.282 2.135 0.517  0.036
O -1.242 1.282 0.392  -0.092
H -3.512 -0.987 -2.137  0.143
H -0.998 -2.153 -1.790  0.159
H -3.510 -3.242 -1.446  0.107
H -2.156 -3.977 -0.577  0.103
H -4.354 -2.393 0.627  0.108
H -3.024 -3.216 1.455  0.103
H -2.342 -0.883 1.801  0.159
H -4.189 -0.068 -0.068  0.145
C 5.823 -0.507 -3.824  -0.102
O 6.257 0.074 -2.621  -0.086
C 5.294 0.411 -1.698  -0.267
C 5.744 1.012 -0.521  -0.037
C 4.860 1.364 0.472  -0.027
C 3.467 1.160 0.347  -0.098
C 2.513 1.465 1.344  -0.297
C 2.887 2.040 2.694  0.010
O 1.251 1.223 1.199  -0.061
C 3.008 0.582 -0.890  -0.279
O 1.746 0.372 -1.130  -0.122
C 3.931 0.202 -1.869  0.056
H 6.708 -0.597 -4.454  0.088
H 5.084 0.121 -4.330  0.095
H 5.393 -1.501 -3.655  0.096
H 6.801 1.198 -0.416  0.105
H 5.252 1.817 1.368  0.094
H 3.939 2.298 2.763  0.056
H 2.651 1.302 3.462  0.078
H 2.286 2.930 2.883  0.094
H 3.528 -0.252 -2.759  0.113
C 0.868 -1.335 3.054  0.006
C 1.332 -2.073 1.859  -0.330
N 1.249 -1.678 0.617  0.120
C 1.747 -2.689 -0.146  -0.105
C 2.152 -3.715 0.652  -0.068
N 1.897 -3.314 1.941  -0.025
C 2.254 -4.014 3.149  -0.082
N 1.179 -4.745 3.740  -0.044
N 0.410 -4.220 4.742  0.072
N -0.412 -5.110 5.161  0.067
C -0.232 -6.256 4.462  -0.235
C -0.852 -7.509 4.540  -0.010
C -0.401 -8.489 3.677  -0.100
C 0.627 -8.264 2.765  -0.084
C 1.253 -7.027 2.665  -0.011
C 0.806 -6.038 3.521  -0.165
H 0.393 -0.416 2.725  0.079
H 1.707 -1.096 3.709  0.076
H 0.163 -1.943 3.619  0.066
H 1.779 -2.606 -1.213  0.108
H 2.602 -4.665 0.437  0.098
H 2.597 -3.282 3.890  0.138
H 3.067 -4.711 2.911  0.143
H -1.645 -7.688 5.248  0.109
H -0.860 -9.467 3.708  0.099
H 0.946 -9.069 2.118  0.101
H 2.045 -6.850 1.955  0.100

Output
HOMO level (alpha / beta), eV: -4.8 / -4.4
Charge: -1
E_LUMO (alpha / beta), eV: 1.71 / 1.71
Frontier orbital gap (alpha / beta), eV: 6.475 / 6.141
Spin multiplicity: 2
⟨S²⟩: 0.758
Relative energy (zero: lowest compared OMol25 entry of this formula, charge and spin), kJ/mol: 156.16